Entry 1
Entry from the Open Molecules 2025 dataset: 2 unconnected molecules or ions with the total composition ClFOS (wB97M-V/def2-TZVPD).

Structure (ORCA input):
```
! wB97M-V def2-TZVPD RIJCOSX def2/J DEFGRID3
* xyz 0 1
O -1.153 0.418 0.022
F 1.784 1.042 -0.009
S -2.530 -0.171 -0.007
Cl 1.980 -0.588 0.001
*
```

Summary:
gap between HOMO and LUMO: 6.4 eV
molar mass: 102.52 g/mol
SMILES: FCl.O=S

How is the electron density shared among the atoms? According to Löwdin, the charges in e are: atom 1 (O): -0.73, atom 2 (F): -0.59, atom 3 (S): 0.71, atom 4 (Cl): 0.61

***

Entry 2
Entry from the Open Molecules 2025 dataset: 2 unconnected molecules or ions with the total composition ClFOS (wB97M-V/def2-TZVPD).

Structure (ORCA input):
```
! wB97M-V def2-TZVPD RIJCOSX def2/J DEFGRID3
* xyz 0 1
O -1.129 -0.805 -0.894
F 0.704 -0.205 1.984
S 0.202 -0.430 -0.552
Cl 0.223 1.440 -0.538
*
```

Summary:
gap between HOMO and LUMO (alpha / beta): 7.4 / 7.4 eV
molar mass: 102.52 g/mol

How is the electron density shared among the atoms? According to Löwdin, the charges in e are: atom 1 (O): -0.47, atom 2 (F): -0.58, atom 3 (S): 0.64, atom 4 (Cl): 0.42

***

The calculated energies rank the structures as follows, beginning with the most stable: entry 2, entry 1.